# 1
Density functional theory data (ωB97M-V with the def2-TZVPD basis set) for 12 unconnected molecules or ions with the total composition C33H90O30S12 in a non-equilibrium geometry.

```
165
Properties=species:S:1:pos:R:3
O -12.3281 -13.7069 -14.9364
S -11.6332 -13.2886 -16.1231
O -10.7073 -12.2125 -16.0145
O -10.9774 -14.5522 -16.8135
C -10.7133 -15.6854 -15.9287
C -10.5099 -16.9551 -16.7102
C -12.9044 -12.8698 -17.2863
H -11.5966 -15.8666 -15.3208
H -9.8862 -15.4591 -15.2568
H -10.3114 -17.7359 -15.9779
H -9.6753 -16.9312 -17.4133
H -11.4406 -17.1616 -17.2408
H -12.8284 -11.8180 -17.5578
H -13.8883 -12.9700 -16.8381
H -12.7912 -13.4573 -18.1918
O -11.0808 -18.0449 -8.9156
S -10.9618 -16.6343 -9.0029
O -9.7889 -15.9854 -8.5355
O -11.1254 -16.2125 -10.5060
C -12.2646 -16.7258 -11.2361
C -11.8600 -17.1237 -12.6503
C -12.3827 -15.9112 -8.2552
H -13.0971 -16.0207 -11.1970
H -12.6031 -17.6055 -10.6817
H -12.4374 -17.9961 -12.9403
H -10.7886 -17.3110 -12.6579
H -12.0690 -16.2790 -13.3061
H -13.2524 -16.5595 -8.3067
H -12.5487 -14.9291 -8.6909
H -12.1640 -15.7921 -7.1936
O -9.8367 -12.8657 -24.4813
S -11.2431 -12.7036 -24.5849
O -12.0964 -13.7645 -25.0003
O -11.6792 -12.2492 -23.1275
C -13.0803 -12.2911 -22.7774
C -13.3531 -13.5290 -21.9684
C -11.5951 -11.2357 -25.5233
H -13.7009 -12.4108 -23.6697
H -13.3604 -11.3637 -22.2854
H -14.3898 -13.5564 -21.6040
H -12.8033 -13.7174 -21.0477
H -13.2899 -14.4569 -22.5422
H -11.1637 -10.4153 -24.9588
H -12.6764 -11.1113 -25.5026
H -11.2111 -11.4376 -26.5175
O -10.6992 -20.6077 -14.2804
S -11.7034 -20.4746 -15.2846
O -12.5142 -19.3140 -15.3499
O -11.0422 -20.6474 -16.7046
C -10.3247 -21.8346 -17.0667
C -8.8581 -21.7686 -16.7245
C -12.7951 -21.8752 -15.1754
H -10.3925 -21.8520 -18.1554
H -10.8313 -22.7791 -16.8452
H -8.6271 -21.5909 -15.6738
H -8.5015 -20.8671 -17.2334
H -8.2593 -22.6023 -17.0837
H -13.5227 -21.7522 -15.9750
H -13.2311 -21.8378 -14.1827
H -12.2340 -22.7841 -15.3612
O -11.9945 -11.2586 -19.9159
S -11.0720 -10.1818 -19.7238
O -11.5387 -8.9322 -19.2493
O -9.9034 -10.6868 -18.7942
C -8.9805 -9.6684 -18.3400
C -7.9090 -10.3517 -17.5356
C -10.1827 -10.0385 -21.2567
H -9.5344 -9.0385 -17.6419
H -8.6231 -9.0161 -19.1359
H -8.3319 -10.7604 -16.6200
H -7.0933 -9.6637 -17.3068
H -7.4206 -11.1680 -18.0766
H -9.5903 -9.1313 -21.2812
H -10.9960 -9.9296 -21.9777
H -9.7320 -11.0084 -21.4365
O -16.9609 -7.6804 -14.3852
S -17.8167 -8.7428 -13.9643
O -19.1766 -8.8072 -14.3955
O -17.0889 -10.1044 -14.3284
C -17.1723 -10.5825 -15.6726
C -16.5111 -11.9406 -15.7648
C -17.7108 -8.8433 -12.1874
H -16.7121 -9.9237 -16.4124
H -18.2224 -10.6132 -15.9823
H -15.6113 -11.9294 -15.1496
H -16.3321 -12.1466 -16.8211
H -17.1648 -12.7349 -15.3996
H -17.0039 -8.0706 -11.9188
H -17.4493 -9.8671 -11.9348
H -18.7322 -8.7130 -11.8380
O -7.4331 -11.0316 -11.3077
S -8.4659 -10.7872 -12.2600
O -9.6523 -10.1061 -11.8700
O -7.8161 -9.9323 -13.4319
C -6.4439 -10.1414 -13.7561
C -5.6304 -8.9510 -13.3035
C -8.8373 -12.2777 -13.1055
H -6.3431 -10.2918 -14.8323
H -6.0713 -11.0463 -13.2696
H -6.0099 -8.0169 -13.7189
H -4.5827 -9.0953 -13.5729
H -5.6855 -8.8283 -12.2212
H -9.8054 -12.1569 -13.5983
H -8.9128 -13.1016 -12.4043
H -8.1933 -12.4505 -13.9590
O -19.6076 -9.0022 -18.3280
S -18.7723 -9.4389 -19.3899
O -18.6759 -8.7312 -20.6276
O -17.3002 -9.5959 -18.8301
C -16.2498 -10.0327 -19.6934
C -14.9323 -9.7486 -19.0175
C -19.1752 -11.1154 -19.7545
H -16.2990 -9.4986 -20.6438
H -16.2939 -11.1051 -19.9054
H -14.9051 -10.0317 -17.9633
H -14.6674 -8.6881 -18.9705
H -14.1152 -10.2041 -19.5711
H -18.3720 -11.6321 -20.2685
H -20.0544 -11.0874 -20.3987
H -19.4867 -11.5944 -18.8292
O -16.2002 -13.7765 -19.1534
S -15.7843 -15.1141 -18.9201
O -14.3841 -15.3627 -18.7688
O -16.4844 -15.6660 -17.6241
C -15.6551 -16.3315 -16.6266
C -16.5539 -16.6826 -15.4727
C -16.4366 -16.2130 -20.1204
H -14.7863 -15.7525 -16.3217
H -15.2551 -17.2331 -17.0999
H -17.0708 -15.7829 -15.1270
H -15.9802 -17.0787 -14.6372
H -17.3517 -17.3697 -15.7537
H -15.9460 -16.0171 -21.0702
H -17.5198 -16.1475 -20.1701
H -16.1828 -17.2137 -19.7710
C -10.1554 -17.9103 -20.8169
S -10.5299 -19.6231 -20.5581
O -9.7638 -19.9743 -19.3312
C -12.2263 -19.4083 -19.9601
H -9.1771 -17.7355 -21.2570
H -10.2363 -17.3453 -19.8858
H -10.8822 -17.4519 -21.5022
H -12.9019 -19.3849 -20.8186
H -12.2811 -18.3767 -19.6001
H -12.4267 -20.1322 -19.1816
C -5.2342 -14.7035 -14.6353
S -6.9017 -15.1632 -15.1592
O -7.7472 -15.0516 -13.9298
C -7.3740 -13.8510 -16.2987
H -4.5780 -15.5129 -14.9497
H -5.1806 -14.6950 -13.5469
H -4.9545 -13.7055 -14.9696
H -6.7203 -14.0137 -17.1590
H -7.2718 -12.8519 -15.8856
H -8.3957 -14.0867 -16.5855
C -10.2497 -13.9788 -20.5312
S -8.4767 -14.1467 -20.4955
O -8.1748 -15.1891 -19.4796
C -8.2777 -14.8517 -22.1393
H -10.7760 -14.9276 -20.6156
H -10.5157 -13.3187 -21.3578
H -10.5097 -13.4410 -19.6198
H -8.2874 -14.0645 -22.8943
H -9.1695 -15.4260 -22.4108
H -7.3937 -15.4812 -22.1382
```

Values from the calculation:
energy relative to the best compared isomer or geometry (same formula, charge and spin)	0.0	kJ/mol
lowest unoccupied orbital energy	-0.011	Eh
gap between HOMO and LUMO	8.3401	eV

Löwdin atomic charge list, values in e, 8 entries: number 1, O, carries -0.29; number 2, S, carries 0.57; number 3, O, carries -0.27; number 4, O, carries -0.25; number 5, C, carries -0.24; number 6, C, carries -0.04; number 7, C, carries -0.10; number 8, H, carries 0.09

# 2
Density functional theory data (ωB97M-V with the def2-TZVPD basis set) for 10 unconnected molecules or ions with the total composition C33H93N13O11 in a non-equilibrium geometry.

```
150
Properties=species:S:1:pos:R:3
C -12.3687 5.7728 5.0028
O -10.9775 5.6973 4.8444
C -10.4359 6.7221 4.0650
C -8.9063 6.5065 4.1430
C -8.2924 6.7143 5.5026
N -8.3354 7.5559 3.2317
H -12.8389 4.8806 5.4163
H -13.0212 6.1181 4.2009
H -12.6398 6.5677 5.6976
H -10.7419 6.5436 3.0342
H -10.7229 7.7029 4.4441
H -8.6003 5.5671 3.6827
H -8.3467 7.7564 5.8175
H -7.2434 6.4187 5.4855
H -8.7442 6.1015 6.2826
H -8.9756 7.9699 2.5693
H -7.8748 8.2863 3.7557
C 4.3442 5.3777 -9.5077
O 4.4291 4.8978 -8.1018
C 5.0017 6.0227 -7.4343
C 4.6530 6.1278 -5.9203
C 4.8512 4.7371 -5.2280
N 3.3649 6.7517 -5.5979
H 3.6917 6.2437 -9.6189
H 4.0306 4.4973 -10.0686
H 5.3334 5.5126 -9.9451
H 6.0801 5.9221 -7.3123
H 4.8630 6.9643 -7.9655
H 5.3866 6.7158 -5.3687
H 4.1022 4.0253 -5.5748
H 4.5486 4.8552 -4.1875
H 5.8711 4.3604 -5.3065
H 2.9281 7.1496 -6.4170
H 2.6773 6.0569 -5.3438
C -5.5465 -12.9940 -1.3570
O -5.1243 -12.2925 -0.2455
C -3.8589 -11.6724 -0.3777
C -3.3486 -11.1981 1.0150
C -3.8833 -9.9154 1.6713
N -1.8973 -11.0870 0.9507
H -6.4940 -13.5296 -1.4157
H -4.8484 -13.8211 -1.4858
H -5.4483 -12.3835 -2.2546
H -3.1982 -12.4489 -0.7632
H -3.9038 -10.7844 -1.0082
H -3.5777 -12.0692 1.6288
H -3.6346 -9.9791 2.7306
H -4.9593 -9.8906 1.8441
H -3.5082 -8.9786 1.2594
H -1.4262 -11.9636 0.7785
H -1.3874 -10.7785 1.7662
C 0.7534 -1.3652 -6.5040
O 0.5459 -2.5551 -5.7625
C 0.2276 -3.7514 -6.4908
C 1.2544 -4.3387 -7.6077
C 0.9869 -3.8349 -9.0229
N 1.1129 -5.7148 -7.7328
H 1.0837 -0.7017 -5.7048
H -0.1823 -0.9670 -6.8967
H 1.4510 -1.3730 -7.3415
H 0.1114 -4.4982 -5.7054
H -0.8079 -3.7188 -6.8296
H 2.2069 -3.9564 -7.2408
H 0.0810 -4.1836 -9.5188
H 1.7426 -4.2458 -9.6923
H 0.9254 -2.7576 -9.1765
H 1.7935 -6.0075 -7.0464
H 1.3733 -5.9568 -8.6782
C -0.8344 -0.9431 1.0871
O -1.5216 -0.1352 2.0809
C -0.9000 0.9555 2.8631
C -1.1811 2.3070 2.0963
C -0.1456 2.7112 1.0992
N -1.1788 3.3447 3.0817
H -1.5727 -1.3597 0.4018
H -0.2956 -1.7348 1.6076
H -0.0606 -0.4511 0.4978
H -1.4799 0.8505 3.7800
H 0.1023 0.6258 3.1365
H -2.1552 2.3219 1.6073
H 0.8202 2.8334 1.5897
H -0.4523 3.6018 0.5507
H -0.0971 1.8254 0.4659
H -1.4381 4.2108 2.6315
H -1.9166 3.1027 3.7277
C 1.4668 -1.0081 13.3380
O 0.9983 -1.5575 12.1261
C -0.1753 -0.8469 11.7803
C -1.1021 -1.7389 10.7721
C -2.3522 -0.9939 10.2066
N -1.5666 -2.9697 11.3952
H 0.6834 -0.8237 14.0731
H 2.0085 -0.1361 12.9714
H 2.1923 -1.6346 13.8568
H -0.7501 -0.5455 12.6560
H -0.0042 0.0725 11.2204
H -0.5165 -1.9389 9.8748
H -3.2210 -1.1034 10.8557
H -2.5254 -1.2264 9.1559
H -2.1155 0.0698 10.2282
H -2.4003 -3.3938 11.0141
H -0.7575 -3.5732 11.4314
C 9.7558 -8.8817 -3.5478
O 8.7401 -7.8424 -3.2831
C 8.2469 -7.1457 -4.4851
C 6.8232 -7.3105 -4.7417
N 6.0229 -6.4434 -3.9456
C 6.0589 -6.8003 -2.5212
C 5.2312 -5.9905 -1.4451
O 5.8324 -4.9073 -0.8631
C 5.9876 -3.8323 -1.8367
H 9.2286 -9.4433 -4.3190
H 9.9964 -9.5184 -2.6965
H 10.6181 -8.4224 -4.0311
H 8.7763 -7.5929 -5.3265
H 8.5802 -6.1372 -4.7296
H 6.4225 -8.3198 -4.6474
H 6.7235 -7.1098 -5.8085
H 6.4394 -5.5242 -3.9033
H 7.0555 -6.7524 -2.0824
H 5.7877 -7.8535 -2.4488
H 5.1101 -6.6096 -0.5562
H 4.2566 -5.7657 -1.8783
H 6.5763 -3.0783 -1.3143
H 4.9894 -3.4533 -2.0558
H 6.5697 -4.0150 -2.7399
N 3.4050 6.6486 5.7453
C 3.8493 7.8067 5.3981
N 5.0154 8.1282 5.9492
O 3.1660 8.5968 4.7378
H 3.9764 6.0520 6.3264
H 2.6779 6.2357 5.1788
H 5.4153 9.0543 5.9000
H 5.2569 7.6407 6.8002
N -5.4549 6.0709 -3.2932
C -4.3950 6.8708 -3.3118
N -4.3614 7.5482 -2.2178
O -3.6308 6.9109 -4.2283
H -6.1373 6.1821 -2.5568
H -5.5171 5.4761 -4.1070
H -3.6411 8.2556 -2.2468
H -4.7840 7.1436 -1.3945
N 0.2676 11.6917 -2.5611
C 0.3915 11.6970 -1.2583
N 0.9703 10.6050 -0.8502
O -0.0366 12.4510 -0.5422
H 0.4717 10.8478 -3.0771
H -0.2087 12.4005 -3.1004
H 1.3315 9.9562 -1.5347
H 0.8821 10.3739 0.1291
```

Values from the calculation:
energy relative to the best compared isomer or geometry (same formula, charge and spin)	798.8	kJ/mol
lowest unoccupied orbital energy	0.014	Eh
gap between HOMO and LUMO	9.1697	eV
SMILES	COC[C@H](C)N.COC[C@H](C)N.COC[C@H](C)N.COC[C@H](C)N.COC[C@H](C)N.COC[C@H](C)N.COCCNCCOC.NC(N)=O.NC(N)=O.NC(N)=O

Löwdin atomic charge list, values in e, 8 entries: number 1, C, carries -0.13; number 2, O, carries -0.18; number 3, C, carries -0.22; number 4, C, carries -0.40; number 5, C, carries -0.07; number 6, N, carries 0.01; number 7, H, carries 0.09; number 8, H, carries 0.08

# 3
Density functional theory data (ωB97M-V with the def2-TZVPD basis set) for 10 unconnected molecules or ions with the total composition C33H93N9O10 in a non-equilibrium geometry.

```
145
Properties=species:S:1:pos:R:3
C -0.4315 7.0217 1.4336
O -0.4729 5.6985 1.8291
C -1.8247 5.1942 1.8487
C -1.8556 4.1762 3.0555
C -1.0847 2.8984 2.8913
N -3.2840 3.7750 3.1991
H 0.5458 7.3628 1.0890
H -0.7251 7.7035 2.2417
H -1.1038 7.3123 0.6203
H -2.5937 5.9399 2.0547
H -1.9794 4.6754 0.9076
H -1.5755 4.5295 4.0501
H -0.2794 3.0372 2.1651
H -1.5932 2.0298 2.4626
H -0.7739 2.5080 3.8610
H -3.3604 3.3607 4.1220
H -3.7702 4.6647 3.2679
C 4.9663 1.8926 -3.3966
O 6.1842 1.3195 -3.9103
C 6.7149 2.1666 -4.9291
C 8.1788 1.8262 -5.3904
C 9.1059 2.2767 -4.2630
N 8.4908 2.7881 -6.4575
H 4.7222 1.1855 -2.6030
H 4.0593 2.0359 -3.9881
H 5.1685 2.8614 -2.9340
H 6.0614 1.9702 -5.7854
H 6.7108 3.2333 -4.6960
H 8.1734 0.8070 -5.7788
H 9.1977 3.3567 -4.1559
H 10.1482 1.9474 -4.3246
H 8.8567 1.8905 -3.2714
H 9.4715 2.5771 -6.6068
H 8.0223 2.6711 -7.3472
C -4.4753 -0.0419 4.1531
O -4.3139 0.1529 5.5729
C -5.5327 -0.0197 6.1979
C -5.4062 0.3854 7.6886
C -6.7067 0.1819 8.4718
N -5.0900 1.8125 7.7290
H -5.2362 0.6328 3.7620
H -4.7305 -1.0800 3.9185
H -3.4948 0.0308 3.6849
H -6.2476 0.5877 5.6231
H -6.0382 -0.9908 6.1070
H -4.5980 -0.1995 8.1283
H -7.5128 0.7649 8.0238
H -6.6274 0.5223 9.5039
H -6.9367 -0.8861 8.4660
H -4.6976 2.1191 8.6085
H -5.9591 2.3141 7.5989
C 0.7858 -6.6271 4.7220
O 0.4500 -5.8715 5.8991
C -0.8662 -5.3903 5.8088
C -0.8997 -3.9634 5.1988
C -2.3019 -3.3495 5.3406
N -0.6220 -3.9194 3.7858
H 1.8599 -6.6411 4.5165
H 0.4549 -6.2605 3.7493
H 0.5690 -7.6956 4.7914
H -1.5014 -5.9670 5.1278
H -1.3375 -5.4004 6.7917
H -0.1327 -3.4368 5.7712
H -2.9972 -3.9844 4.7895
H -2.4076 -2.3019 5.0523
H -2.6657 -3.2643 6.3714
H -1.2396 -4.5318 3.2623
H -0.7680 -2.9714 3.4717
C 2.9993 -2.1571 -2.6983
O 4.0588 -2.4781 -3.6064
C 5.3006 -2.8314 -2.9925
C 6.4454 -2.6389 -4.0101
C 7.8406 -2.4628 -3.3592
N 6.3185 -1.4902 -4.8913
H 2.2269 -1.6291 -3.2504
H 3.2704 -1.6204 -1.7855
H 2.5262 -3.0338 -2.2417
H 5.3875 -2.0811 -2.1974
H 5.3624 -3.8059 -2.5029
H 6.3388 -3.5253 -4.6415
H 8.6430 -2.1171 -4.0111
H 8.2518 -3.4435 -3.0971
H 7.8640 -1.8797 -2.4386
H 5.3711 -1.1265 -4.9328
H 6.7649 -0.6880 -4.4615
C 1.3258 1.3842 -1.5768
O 1.0710 -0.0204 -1.5392
C 0.8110 -0.6921 -0.2831
C -0.5209 -0.3057 0.3956
C -0.9103 -1.0336 1.6793
N -1.5821 -0.2559 -0.6031
H 1.2329 1.7202 -2.6080
H 2.3389 1.5353 -1.1977
H 0.6117 1.9459 -0.9712
H 0.8281 -1.7624 -0.4864
H 1.6299 -0.5173 0.4205
H -0.5039 0.7389 0.7235
H -1.8841 -0.7666 2.0911
H -0.1945 -1.1279 2.4961
H -1.1422 -2.0770 1.4294
H -1.4032 -0.7929 -1.4457
H -1.6290 0.7177 -0.8819
C -0.3007 6.4566 -2.5212
O -1.0524 5.8111 -1.4890
C -2.3069 5.2077 -1.9021
C -2.1199 3.6951 -2.1006
C -3.2740 3.0787 -2.8910
N -1.9405 3.0474 -0.8389
H 0.3773 7.1788 -2.0741
H -0.9623 6.9371 -3.2464
H 0.1878 5.6576 -3.0842
H -2.9347 5.4038 -1.0308
H -2.7097 5.7585 -2.7544
H -1.1866 3.5281 -2.6443
H -3.5077 3.5605 -3.8403
H -4.2264 3.1483 -2.3573
H -3.0688 2.0238 -3.0563
H -1.2355 3.5197 -0.2858
H -2.7921 3.1390 -0.2935
N -2.4136 -0.3799 -6.4254
C -2.0596 0.2550 -5.2915
N -2.5759 -0.3699 -4.2068
O -1.3584 1.2494 -5.2702
H -1.8817 -0.0627 -7.2207
H -2.5667 -1.3544 -6.2252
H -2.4317 -0.0717 -3.2584
H -3.3062 -1.0262 -4.4209
C -4.1359 -5.5058 0.9281
C -2.6189 -5.3611 0.9683
O -2.1614 -5.8477 2.2029
H -4.6956 -5.3617 0.0014
H -4.6531 -4.8061 1.5877
H -4.4559 -6.4944 1.2689
H -2.3912 -4.2979 0.8672
H -2.0452 -5.8407 0.1713
H -2.5721 -6.7119 2.3019
C -0.9846 -2.8674 -2.6345
C -0.4783 -3.0130 -4.0388
O 0.1213 -4.3089 -4.0658
H -1.2197 -1.8540 -2.3267
H -0.1447 -3.0928 -1.9741
H -1.7609 -3.5864 -2.3710
H 0.2930 -2.2431 -4.1119
H -1.2105 -2.9552 -4.8453
H 0.8644 -4.3282 -4.6750
```

Values from the calculation:
energy relative to the best compared isomer or geometry (same formula, charge and spin)	165.1	kJ/mol
lowest unoccupied orbital energy	0.020	Eh
gap between HOMO and LUMO	9.0132	eV
SMILES	COC[C@H](C)N.COC[C@H](C)N.COC[C@H](C)N.COC[C@H](C)N.COC[C@H](C)N.COC[C@H](C)N.COC[C@H](C)N.NC(N)=O.CCO.CCO

Löwdin atomic charge list, values in e, 8 entries: number 1, C, carries -0.16; number 2, O, carries -0.17; number 3, C, carries -0.15; number 4, C, carries -0.40; number 5, C, carries -0.07; number 6, N, carries 0.02; number 7, H, carries 0.09; number 8, H, carries 0.09

Which of these has the highest energy relative to the best compared isomer or geometry (same formula, charge and spin)? C33H93N13O11

The highest energy relative to the best compared isomer or geometry (same formula, charge and spin) belongs to which entry? C33H93N13O11

The highest energy relative to the best compared isomer or geometry (same formula, charge and spin) belongs to which entry? C33H93N13O11

Number 3 is which compound? C33H93N9O10